# C49H53BrN9O5P2SSe2V

A structure of composition C49H53BrN9O5P2SSe2V in a non-equilibrium geometry (wB97M-V/def2-TZVPD, the OMol25 dataset).

Geometry as XYZ:
```
123
Properties=species:S:1:pos:R:3:forces:R:3:mulliken_spin:R:1
H 2.015322 3.060689 -5.221359 0.00 0.05 0.02 0.000
H 0.934422 3.120489 -0.920059 0.26 0.17 -0.16 0.000
H -5.966378 3.760289 -0.203059 -0.05 -0.01 0.04 0.000
C 2.671722 3.465089 -4.452559 0.33 -0.30 -0.16 0.000
H -4.551778 2.326889 1.203441 0.04 0.04 -0.13 0.000
H -3.642478 -1.211411 -0.195759 -0.22 -0.10 -0.03 0.003
C -4.136278 2.770689 0.304841 -0.66 0.17 0.11 0.017
H 1.860322 6.423689 -1.414159 -0.01 0.17 0.11 0.000
N -2.871478 2.489489 0.003141 -0.08 0.17 0.05 -0.016
H 1.236922 6.131989 -3.042059 0.00 0.08 -0.12 0.000
H 4.409322 2.518389 -5.317059 0.15 -0.04 -0.12 0.000
H 3.046022 -1.882411 -1.351059 0.05 -0.10 -0.05 0.000
N -4.143978 -1.249511 -4.029059 -0.19 -0.26 -0.01 0.000
H -3.064178 -2.620011 -5.142159 -0.01 -0.06 0.02 0.000
C 0.926122 -2.769811 0.008941 -0.19 0.45 -0.09 0.010
C 3.943122 2.621889 -4.342159 -0.19 0.17 -0.14 0.000
C -3.691278 0.569589 2.738341 -2.05 0.11 2.48 -0.004
V -1.607278 1.261889 1.170041 0.84 -2.72 -3.60 1.059
P 0.758622 -0.977611 0.269841 1.10 -0.75 0.49 0.000
H 5.749522 1.392289 -0.942459 0.12 0.07 -0.03 0.000
C 6.298422 -1.301411 1.916341 0.01 0.00 0.01 0.000
N -2.155578 2.270689 2.683641 -0.82 1.38 1.92 -0.026
C 2.033522 -6.290311 4.058641 0.07 -0.03 -0.01 0.000
H 4.653822 3.091789 -3.667059 0.11 0.05 0.08 0.000
H 5.224222 -0.851511 -1.827059 0.08 -0.01 -0.07 0.000
Se 2.630022 -1.918611 6.007541 0.00 -0.06 -0.45 0.000
H 4.083022 2.608189 0.410241 0.01 0.11 0.05 0.000
H 6.575922 -3.412411 1.697241 0.07 -0.07 -0.05 0.000
N 0.560722 2.493089 -1.624459 -0.13 0.11 0.55 0.003
H 1.214722 -6.584311 -0.358559 0.01 -0.12 0.01 0.000
C 1.454622 5.671289 -2.082559 0.17 -0.14 0.03 0.000
C -4.625778 -1.620011 -0.433359 0.28 0.10 0.35 -0.005
C 1.135522 -5.513511 -0.255359 -0.01 0.07 -0.11 0.000
H -0.024178 2.321289 -4.619959 -0.02 -0.04 -0.18 0.000
H -0.915378 -5.705111 2.507241 -0.12 -0.06 -0.04 0.000
C 0.543522 -0.715911 2.034741 0.16 -0.18 0.09 -0.004
C 2.483222 -4.988411 4.175841 0.06 0.05 -0.06 0.000
N -0.439478 0.154689 2.352941 0.53 -0.42 -0.42 -0.064
O -2.954678 0.338789 1.698441 -2.08 -2.00 -0.21 -0.014
H -6.229178 -2.507311 -3.186859 0.00 -0.02 -0.06 0.000
C -2.353878 3.012989 -1.105459 0.21 0.30 -0.58 0.021
H -0.116978 -3.388611 2.693041 -0.03 -0.01 -0.01 0.000
O -4.626878 -0.080111 3.133041 0.73 0.43 -0.44 0.002
H 3.596022 0.162189 3.337341 0.04 0.09 -0.02 0.000
H 2.677022 4.087489 -1.277559 0.10 -0.03 -0.06 0.000
C -3.779178 -0.202911 -4.957959 -0.07 0.29 -0.19 0.000
O -0.445678 2.512689 1.159241 2.44 1.53 -1.17 -0.023
O -3.303678 4.479789 5.890541 0.10 0.02 -0.07 0.008
H -5.389578 -0.917211 -0.087959 0.01 0.01 0.03 0.000
C 0.813522 -6.547511 3.452541 -0.07 -0.04 -0.04 0.000
C 2.640422 1.035589 0.320941 -0.12 0.01 0.10 0.005
C 3.853322 -1.939511 3.036341 -0.44 -0.04 0.05 0.000
C -0.383178 3.525789 1.961741 0.58 2.79 1.82 0.002
O 0.401722 4.440389 1.912641 -0.52 -0.79 -0.11 0.000
H -0.276478 1.076689 -3.380859 0.03 0.04 -0.02 -0.001
C 2.146422 -4.801711 0.366641 0.14 0.00 -0.05 0.000
H -4.027978 4.079689 6.391541 0.07 0.02 -0.09 0.000
C 1.056122 -1.144111 3.269341 -0.09 0.07 -0.74 -0.001
C 4.246222 -0.608211 2.940541 -0.06 -0.05 -0.06 0.000
Se -0.959578 -0.152611 -0.742259 -0.07 -0.48 -0.47 -0.026
C 3.855022 1.624689 0.027941 0.00 0.08 0.02 0.000
H -4.319478 0.708189 -4.709859 0.08 -0.03 -0.10 0.000
H 1.228122 1.104789 -4.312759 0.08 -0.10 -0.18 0.000
C -4.940978 3.574289 -0.479459 0.13 -0.08 0.05 -0.002
N 1.977022 3.531489 -3.184559 0.04 0.20 0.03 0.000
C 1.721722 -3.946411 3.654341 0.02 0.43 -0.07 0.000
H -2.624078 4.224189 -2.850759 0.08 0.01 -0.05 0.000
C 2.460022 4.535989 -2.251759 -0.27 0.15 0.19 0.000
H 2.935522 4.481689 -4.757459 -0.13 -0.06 -0.02 0.000
H -4.814878 -2.871211 -5.188259 0.04 -0.09 0.04 0.000
H 0.450622 -7.561411 3.385741 -0.03 -0.13 -0.03 0.000
H 4.396722 -3.988411 2.694641 0.01 -0.06 -0.03 0.000
H -4.750478 -2.564611 0.091241 -0.05 -0.09 0.03 0.000
C 4.695022 -2.954011 2.596941 -0.14 0.09 -0.01 0.000
C 0.042922 -5.507011 2.961241 -0.09 0.00 0.06 0.000
H 3.012522 -5.318911 0.747241 0.12 -0.05 0.11 0.000
H -1.322578 2.738989 -1.346659 -0.10 0.07 0.05 -0.004
C -3.191678 1.853489 3.387741 -0.18 0.04 0.38 0.025
H 5.777522 0.739689 2.301641 0.02 0.10 -0.01 0.000
N 0.345422 -0.511311 4.218641 -0.09 0.05 0.33 0.000
H -3.882178 -3.308811 -3.734059 -0.02 0.00 -0.01 0.000
H 3.396622 4.940089 -2.638959 0.00 -0.13 0.04 0.000
S -3.780278 0.566289 -2.178259 0.01 0.06 0.00 0.003
C 4.499722 -0.315911 -1.232359 0.12 -0.01 -0.10 0.000
C -1.860578 4.157089 4.063441 0.09 -0.07 -0.13 -0.008
N -4.739778 -1.868311 -1.853759 0.10 -0.31 -0.13 0.000
C 2.043922 -3.431511 0.505041 0.01 0.21 -0.15 0.000
H 3.720522 1.631389 -3.950959 -0.07 -0.11 0.00 0.000
C -5.852478 -2.733511 -2.194159 -0.14 -0.23 -0.13 0.000
H -2.707478 0.007089 -4.910159 0.00 0.03 -0.03 0.000
C -0.079578 -3.477011 -0.635559 -0.14 0.21 -0.06 0.000
H -0.747878 -5.410711 -1.258759 -0.11 -0.04 -0.07 0.000
N -0.528678 0.250389 3.655241 -0.61 0.55 0.83 0.000
H -6.654178 -2.555111 -1.475759 -0.06 -0.01 -0.05 0.000
C -1.492678 3.374589 2.988341 0.01 0.38 0.29 0.023
C 0.492222 -4.202511 3.062841 0.02 0.00 0.09 0.000
H -1.339478 5.065989 4.318141 0.13 0.05 -0.03 0.000
C 0.028922 -4.851011 -0.762259 -0.08 -0.08 -0.02 0.000
C 2.362022 -0.239911 -0.155259 -0.40 -0.12 -0.05 -0.003
H -5.578578 -3.788611 -2.139259 -0.03 -0.03 -0.04 0.000
H 1.899022 1.553589 0.919241 0.11 0.06 0.03 0.002
C 5.466222 -0.291011 2.372941 0.01 -0.02 0.05 0.000
C 3.280622 -0.905511 -0.957959 -0.20 -0.04 0.07 0.000
C -2.953678 3.735089 4.840541 -0.02 -0.34 -0.26 0.021
C -3.977878 -2.591111 -4.544059 -0.03 -0.27 -0.10 0.000
H 2.623822 -7.102311 4.456441 0.03 -0.06 0.05 0.000
H 0.522222 5.304689 -1.662159 -0.12 -0.03 0.06 0.000
H -4.044378 -0.514411 -5.966059 -0.01 -0.11 -0.03 0.000
C 1.041422 2.621989 -2.800459 0.15 0.14 -0.21 -0.001
H 3.405222 -4.764111 4.697641 0.00 -0.04 0.03 0.000
H 7.255522 -1.055811 1.483041 0.11 0.03 -0.05 0.000
H 2.826522 -2.858411 0.981941 0.08 -0.12 0.02 0.001
C -3.076578 3.835789 -1.952559 -0.26 0.04 0.10 -0.002
C -4.245778 -0.961611 -2.721959 0.12 0.83 0.21 0.000
C -3.638978 2.561989 4.486741 0.09 -0.24 -0.27 -0.005
H -4.489478 2.214989 5.053741 -0.08 -0.11 0.04 0.000
C 5.915422 -2.627611 2.032941 0.11 -0.06 -0.02 0.000
Br -5.465178 5.172589 -2.779559 0.21 -0.18 0.20 0.001
C -4.398578 4.108289 -1.639859 0.07 0.08 -0.06 0.004
P 2.303022 -2.250211 3.941741 0.71 -0.41 1.10 0.001
C 0.461922 1.721189 -3.852959 -0.01 -0.01 0.05 0.002
H -0.926678 -2.929611 -1.039559 0.00 -0.21 0.05 -0.001
C 4.790922 0.942989 -0.735859 -0.08 0.02 -0.03 0.000
```
Forces are in eV/Å.

Calculated values
- E_HOMO (alpha / beta) (Ha) = -0.335 / -0.335
- <S²> = 0.759
- DFT total energy (eV) = -331155.3744
- Kohn-Sham gap (alpha / beta) (eV) = 5.1 / 5.4
- 2S+1 = 2
- charge = +1